(1)
Density functional theory data (ωB97M-V/def2-TZVPD) for a cluster of 2 separate species, C2H3NO2S in total.

Computed properties:
Relative energy (zero: lowest compared OMol25 entry of this formula, charge and spin) ... 125.6 kcal/mol
SMILES ... C=C=S.O=NO
HOMO ... -8.8 eV
Kohn-Sham gap ... 0.3047 hartree

```
9
Properties=species:S:1:pos:R:3:forces:R:3:nbo_charge:R:1
C 1.630 -0.247 -0.553 -0.38 0.38 -2.00 -0.60
C 1.269 0.752 0.234 1.27 -1.63 0.11 -0.05
N -0.376 -1.101 1.427 -0.28 -0.68 0.14 0.38
O -0.738 -2.173 1.086 0.70 1.99 1.70 -0.25
O -0.239 -0.967 2.881 0.19 0.34 0.26 -0.61
S 1.225 1.685 1.474 -0.32 0.88 -0.09 0.11
H 1.000 -1.147 -0.733 0.47 0.86 0.47 0.26
H 2.364 -0.054 -1.396 -0.74 -0.11 1.33 0.26
H 0.134 -0.060 3.212 -0.89 -2.04 -1.91 0.50
```
Positions in Å, forces in eV/Å.



(2)
Density functional theory data (ωB97M-V/def2-TZVPD) for the molecule C2H3NO2S.

Computed properties:
Relative energy (zero: lowest compared OMol25 entry of this formula, charge and spin) ... 117.8 kcal/mol
SMILES ... CC(=S)[N+](=O)[O-]
HOMO ... -9.5 eV
Kohn-Sham gap ... 0.2653 hartree

```
9
Properties=species:S:1:pos:R:3:forces:R:3:nbo_charge:R:1
C -0.595 0.135 -0.052 -3.36 -1.07 0.93 -0.02
C 0.156 -0.778 0.898 0.65 1.15 -0.11 -0.70
N 0.212 0.880 -0.959 2.67 4.19 -2.58 0.41
O 1.463 0.758 -0.920 -2.54 -0.27 -0.11 -0.36
O -0.368 1.757 -1.665 2.18 -2.32 1.39 -0.33
S -2.195 0.398 -0.361 1.30 -1.28 1.48 0.22
H 1.148 -0.274 1.148 -1.61 -0.38 0.63 0.27
H -0.403 -1.381 1.655 0.31 1.34 -0.48 0.26
H 0.582 -1.495 0.255 0.41 -1.36 -1.14 0.26
```
Positions in Å, forces in eV/Å.



(3)
Density functional theory data (ωB97M-V/def2-TZVPD) for a structure of composition C2H3NO2S2.

Computed properties:
Relative energy (zero: lowest compared OMol25 entry of this formula, charge and spin) ... 90.7 kcal/mol
HOMO ... -10.3 eV
Kohn-Sham gap ... 0.3796 hartree

```
10
Properties=species:S:1:pos:R:3:forces:R:3:nbo_charge:R:1
C 0.759 1.305 0.489 4.20 2.48 -1.70 0.24
C 0.390 -1.155 -0.248 0.18 0.70 1.00 -0.82
N -1.582 0.789 -1.293 0.02 0.78 -1.24 -0.92
O -0.229 1.076 1.075 -2.58 -0.27 2.56 -0.55
O -2.033 -0.943 0.603 -1.07 -0.66 1.09 -0.90
S 1.466 0.196 -0.621 1.53 0.13 -0.10 0.33
S -1.272 -0.183 -0.319 0.05 -2.57 -0.09 1.89
H 1.334 2.299 0.544 -0.80 -1.16 0.08 0.18
H 0.587 -1.858 -1.084 -0.80 0.09 0.81 0.28
H 0.581 -1.525 0.854 -0.74 0.48 -2.43 0.28
```
Positions in Å, forces in eV/Å.



(4)
Density functional theory data (ωB97M-V/def2-TZVPD) for the molecule C2H3NO3.

Computed properties:
Relative energy (zero: lowest compared OMol25 entry of this formula, charge and spin) ... 102.0 kcal/mol
SMILES ... O=CC(=O)NO
HOMO (alpha / beta) ... -9.3 / -9.3 eV
Kohn-Sham gap (alpha / beta) ... 0.3070 / 0.3070 hartree

```
9
Properties=species:S:1:pos:R:3:forces:R:3:nbo_charge:R:1
C -0.088 -1.583 -0.358 -0.29 -0.21 0.27 0.32
C 0.516 -0.236 -0.342 -1.83 5.57 3.33 0.56
N -0.436 0.835 0.527 2.93 -4.12 -1.86 -0.41
O -0.831 -1.940 0.511 -0.10 -0.05 0.14 -0.45
O 1.566 0.248 -0.621 0.12 -1.25 -0.88 -0.50
O -0.183 2.160 0.203 -1.22 -0.89 -0.28 -0.52
H 0.145 -2.180 -1.215 0.30 -0.73 -0.82 0.14
H -1.357 0.488 0.685 -1.01 0.84 -0.26 0.37
H 0.668 2.207 0.610 1.11 0.85 0.35 0.48
```
Positions in Å, forces in eV/Å.



(5)
Density functional theory data (ωB97M-V/def2-TZVPD) for a cluster of 2 separate species, C2H3NO3 in total.

Computed properties:
Relative energy (zero: lowest compared OMol25 entry of this formula, charge and spin) ... 110.6 kcal/mol
SMILES ... O=C=NO.C=O
HOMO ... -9.9 eV
Kohn-Sham gap ... 0.3671 hartree

```
9
Properties=species:S:1:pos:R:3:forces:R:3:nbo_charge:R:1
C 0.204 -1.279 0.736 -0.47 0.29 -1.28 0.79
C -0.117 0.834 -2.009 -1.43 2.71 -2.45 0.28
N 0.222 -0.416 1.563 0.00 1.30 1.91 -0.27
O 0.113 -1.727 -0.339 0.26 -1.22 -0.06 -0.51
O -0.633 1.680 -1.317 0.33 -0.80 -0.13 -0.51
O 0.340 -0.395 2.940 -1.90 1.52 0.71 -0.50
H -0.239 0.943 -3.188 0.28 -0.54 1.91 0.09
H 0.482 0.054 -1.636 0.84 -1.22 0.54 0.13
H -0.372 0.306 3.250 2.10 -2.03 -1.15 0.49
```
Positions in Å, forces in eV/Å.



(6)
Density functional theory data (ωB97M-V/def2-TZVPD) for the molecule C2H3NO3.

Computed properties:
Relative energy (zero: lowest compared OMol25 entry of this formula, charge and spin) ... 92.7 kcal/mol
SMILES ... O=CNOC=O
HOMO ... -10.4 eV
Kohn-Sham gap ... 0.4047 hartree

```
9
Properties=species:S:1:pos:R:3:forces:R:3:nbo_charge:R:1
C 0.500 1.505 -0.789 1.50 0.08 6.62 0.47
C -0.514 -1.231 1.088 -3.34 -7.53 -3.19 0.60
H 0.718 1.704 -1.828 -0.43 0.27 -0.46 0.16
H -0.372 -0.361 -1.243 1.30 0.64 2.70 0.43
H -0.307 -1.899 1.999 -0.10 2.21 -0.51 0.18
N 0.208 0.189 -0.491 -1.58 -1.09 -4.65 -0.35
O 0.761 2.191 0.235 -0.59 -0.19 -3.76 -0.57
O 0.206 -0.218 0.827 1.10 2.42 0.06 -0.28
O -1.200 -1.879 0.201 2.14 3.18 3.18 -0.64
```
Positions in Å, forces in eV/Å.



(7)
Density functional theory data (ωB97M-V/def2-TZVPD) for the molecule C2H3NO3.

Computed properties:
Relative energy (zero: lowest compared OMol25 entry of this formula, charge and spin) ... 92.3 kcal/mol
HOMO (alpha / beta) ... -7.1 / -10.3 eV
2S+1 ... 3
Kohn-Sham gap (alpha / beta) ... 0.2710 / 0.2997 hartree

```
9
Properties=species:S:1:pos:R:3:forces:R:3:lowdin_spin:R:1
C -1.725 0.824 0.313 -1.41 -1.12 2.49 0.07
C -0.456 -0.348 -0.945 0.14 -0.31 -5.02 0.72
N -0.377 0.735 0.779 1.11 2.28 -1.06 0.66
O -2.733 1.175 0.862 0.78 0.58 -0.20 0.14
O -1.685 0.251 -0.905 -0.06 0.52 1.08 0.09
O 0.110 0.693 1.981 -0.68 1.11 2.63 0.23
H 0.203 0.114 -1.639 0.63 -0.22 -0.30 0.04
H -0.233 -1.100 -0.285 0.54 -1.69 1.23 0.05
H 0.915 1.287 2.074 -1.05 -1.16 -0.85 0.01
```
Positions in Å, forces in eV/Å.



(8)
Density functional theory data (ωB97M-V/def2-TZVPD) for a cluster of 2 separate species, C2H3NO3P in total.

Computed properties:
Net charge ... -1
Relative energy (zero: lowest compared OMol25 entry of this formula, charge and spin) ... 59.4 kcal/mol
HOMO ... -2.9 eV
Kohn-Sham gap ... 0.2375 hartree

```
10
Properties=species:S:1:pos:R:3:forces:R:3:nbo_charge:R:1
C -3.475 -0.121 0.171 -3.01 -0.19 -0.11 0.81
C 0.932 0.009 0.079 3.07 -1.92 0.54 0.48
N -2.618 0.065 -0.602 3.41 0.24 -1.18 -0.74
O 2.061 0.606 0.724 -0.46 -0.13 -0.19 -0.77
O -4.559 -0.260 0.633 0.46 -0.13 0.99 -0.61
O -0.038 0.655 -0.188 -2.07 1.94 -0.50 -0.73
P 1.460 -1.657 -0.133 0.04 -1.04 -0.35 -0.30
H -1.552 0.121 -0.624 -0.86 0.14 0.43 0.47
H 1.872 1.498 1.005 -0.54 0.51 0.01 0.46
H 0.444 -2.191 -1.013 -0.05 0.58 0.35 -0.07
```
Positions in Å, forces in eV/Å.



(9)
Density functional theory data (ωB97M-V/def2-TZVPD) for a structure of composition C2H3NO3P.

Computed properties:
Net charge ... -1
Relative energy (zero: lowest compared OMol25 entry of this formula, charge and spin) ... 62.0 kcal/mol
HOMO ... -4.7 eV
Kohn-Sham gap ... 0.3244 hartree

```
10
Properties=species:S:1:pos:R:3:forces:R:3:nbo_charge:R:1
C 0.450 2.779 1.239 -0.53 0.71 0.88 0.50
C -0.085 1.074 -0.125 -0.13 0.71 0.02 0.81
N -0.493 2.029 0.649 0.48 0.50 0.53 -0.68
O -1.101 0.118 -0.255 1.56 2.06 -0.44 -0.77
O 0.135 3.796 1.841 0.47 0.78 0.31 -0.67
O 0.998 0.909 -0.761 -1.59 0.13 0.67 -0.73
P -0.327 -0.872 -1.302 -0.80 -2.03 -0.92 0.65
H 1.516 2.464 1.339 -0.31 -0.36 -0.57 0.08
H 0.689 -1.144 -0.382 0.23 -1.49 -0.04 -0.07
H -1.385 -1.758 -0.857 0.62 -0.99 -0.45 -0.14
```
Positions in Å, forces in eV/Å.



(10)
Density functional theory data (ωB97M-V/def2-TZVPD) for a structure of composition C2H3NO3S.

Computed properties:
Relative energy (zero: lowest compared OMol25 entry of this formula, charge and spin) ... 75.4 kcal/mol
HOMO ... -10.2 eV
Kohn-Sham gap ... 0.3798 hartree

```
10
Properties=species:S:1:pos:R:3:forces:R:3:nbo_charge:R:1
C -1.192 0.595 -0.037 -0.37 0.63 0.87 0.29
C 0.292 0.366 -0.079 0.70 -0.53 2.03 -0.71
N -2.203 1.122 0.223 2.57 -1.38 -1.19 0.17
O -4.079 -0.978 1.078 -0.02 0.04 -0.39 -0.89
O -4.547 -0.642 -1.315 0.30 0.10 0.17 -0.88
O -3.331 1.551 0.311 -0.39 0.88 0.27 -0.45
S -4.738 -0.218 0.046 -0.79 -0.71 0.29 1.68
H 0.704 -0.414 0.718 -1.42 1.45 -1.59 0.26
H 0.734 1.348 0.285 -0.25 -1.13 -0.98 0.26
H 0.654 0.000 -1.059 -0.33 0.65 0.51 0.26
```
Positions in Å, forces in eV/Å.



| no. | F_max (eV Å⁻¹) |
| --- | --- |
| 1 | 2.9 |
| 2 | 5.6 |
| 3 | 5.2 |
| 4 | 6.7 |
| 5 | 3.9 |
| 6 | 8.8 |
| 7 | 5.0 |
| 8 | 3.7 |
| 9 | 2.6 |
| 10 | 3.2 |